Entry 1:
DFT (ωB97M-V/def2-TZVPD) results for C35H42AsCl2N2O4Zn as an isolated structure in a non-equilibrium geometry.

Last column: Mulliken charge in e.
Cartesian coordinates (Å):
O 1.965 0.944 -1.362  -0.85
C 1.567 1.542 -2.460  0.09
C 1.506 3.089 -2.299  -0.65
C 1.049 3.703 -1.136  0.72
H 0.695 3.078 -0.311  -0.22
C 1.025 5.103 -1.056  -0.58
H 0.685 5.573 -0.130  0.43
C 1.425 5.870 -2.158  -0.41
H 1.402 6.962 -2.101  0.33
C 1.857 5.243 -3.341  -0.66
H 2.157 5.829 -4.213  0.34
C 1.903 3.851 -3.398  -0.34
H 2.229 3.325 -4.299  0.32
H 2.288 1.391 -3.313  0.08
C 0.372 -0.444 -3.606  -1.58
C 0.234 0.938 -3.072  0.86
H -0.086 -0.512 -4.610  0.53
H -0.146 -1.160 -2.951  0.08
H 1.434 -0.710 -3.657  0.34
C -0.847 1.709 -3.241  0.25
C -2.054 1.367 -4.051  -1.49
H -0.857 2.719 -2.828  0.30
H -2.156 2.085 -4.889  0.39
H -2.953 1.463 -3.433  0.26
H -2.028 0.350 -4.463  0.31
Zn -0.319 -0.206 0.137  1.96
Cl -1.002 1.874 0.896  -0.75
Cl -2.087 -0.551 -1.309  -0.65
C -2.449 -1.367 1.581  -0.13
O -1.235 -1.662 1.603  -0.71
N -3.424 -2.096 2.120  0.41
C -3.149 -3.393 2.726  -0.91
C -4.786 -1.591 2.204  -0.92
H -2.784 -0.446 1.090  0.12
H -2.146 -3.710 2.441  0.21
H -3.892 -4.111 2.358  0.39
H -3.224 -3.329 3.822  0.22
H -4.833 -0.651 1.648  0.28
H -5.077 -1.407 3.250  0.29
H -5.480 -2.311 1.757  0.33
H 1.873 -4.956 -0.864  0.29
H 4.359 -3.859 -0.387  0.31
C 1.817 -4.121 -1.576  -0.99
C 4.012 -3.079 -1.082  -1.01
N 2.565 -2.976 -1.085  0.42
H 0.772 -3.835 -1.717  0.25
C 1.936 -1.871 -0.667  0.48
O 0.688 -1.772 -0.692  -0.97
H 4.435 -2.113 -0.775  0.29
H 2.574 -1.045 -0.308  0.00
H 2.258 -4.451 -2.523  0.33
H 4.372 -3.330 -2.090  0.33
O 1.231 -0.032 1.470  1.07
As 1.348 0.299 3.121  0.48
C -0.354 0.476 4.067  0.73
C -1.115 -0.652 4.384  -0.43
C -2.330 -0.510 5.063  -0.80
C -2.803 0.766 5.383  -0.73
C -2.035 1.892 5.073  -0.69
C -0.793 1.746 4.442  -0.34
C 2.350 -1.189 3.848  -0.16
C 1.892 -1.855 4.991  -0.36
C 2.588 -2.977 5.459  -0.73
C 3.755 -3.402 4.814  -0.44
C 4.233 -2.703 3.698  -0.71
C 3.527 -1.599 3.204  -0.26
C 2.359 1.944 3.336  0.25
C 1.929 3.111 2.693  0.20
C 2.643 4.303 2.881  -0.79
C 3.779 4.322 3.698  -0.45
C 4.201 3.148 4.335  -0.67
C 3.495 1.952 4.157  -0.63
H -0.750 -1.639 4.113  0.61
H -2.897 -1.400 5.345  0.37
H -3.769 0.877 5.879  0.38
H -2.392 2.888 5.321  0.41
H -0.179 2.615 4.218  0.25
H 1.003 -1.504 5.509  0.52
H 2.213 -3.512 6.334  0.38
H 4.298 -4.271 5.187  0.38
H 5.159 -3.012 3.211  0.39
H 3.881 -1.058 2.325  0.46
H 1.046 3.073 2.056  0.15
H 2.299 5.215 2.387  0.35
H 4.330 5.249 3.847  0.37
H 5.082 3.159 4.979  0.36
H 3.816 1.036 4.649  0.37

## Properties
- 2S+1 = 1
- HOMO level (eV) = -3.06
- charge = -1
- HOMO-LUMO gap (eV) = 5.186

***

Entry 2:
DFT (ωB97M-V/def2-TZVPD) results for C28H49IrNO2P2 as an isolated structure in a non-equilibrium geometry.

Last column: Löwdin spin population.
Cartesian coordinates (Å):
Ir 0.767 0.699 -2.069  0.94
C 3.008 0.505 0.597  0.17
C 3.024 1.108 -0.642  0.28
C 1.159 1.871 0.583  0.30
C 1.884 0.982 1.351  0.19
C 1.739 1.920 -0.816  0.17
C 4.056 -0.423 1.099  0.02
H 4.319 -1.121 0.293  0.00
H 3.698 -1.007 1.957  0.00
H 4.972 0.113 1.397  0.01
C 1.708 0.723 2.805  0.02
H 1.977 -0.313 3.061  0.00
H 0.676 0.889 3.132  0.00
H 2.357 1.371 3.414  0.01
C 0.211 2.850 1.122  0.05
H 0.751 3.708 1.555  0.02
H -0.386 2.421 1.940  0.01
H -0.445 3.233 0.330  0.00
C 1.876 3.252 -1.497  0.06
H 2.902 3.605 -1.351  0.01
H 1.179 3.972 -1.074  0.00
H 1.700 3.177 -2.577  0.02
C 4.139 1.106 -1.604  0.04
H 5.014 1.631 -1.189  0.01
H 3.861 1.615 -2.533  0.00
H 4.458 0.079 -1.840  0.01
C -0.026 -1.125 -1.804  0.13
C 1.430 -1.170 -1.826  0.07
C 2.210 -1.595 -3.042  0.00
C 2.280 -0.517 -4.177  0.01
C 1.378 0.675 -3.957  0.09
C -0.070 0.548 -3.904  0.14
C -0.747 -0.779 -4.199  0.03
C -0.765 -1.722 -2.985  0.03
H 1.804 -2.535 -3.449  0.00
H 2.053 -0.983 -5.145  0.00
H 3.239 -1.794 -2.696  0.00
H -0.317 -2.697 -3.241  0.01
H -0.498 -1.276 -0.816  0.02
H 1.898 -1.439 -0.862  0.02
H -1.807 -1.919 -2.714  0.00
H -1.780 -0.565 -4.510  0.00
H -0.617 1.441 -4.248  0.01
H -0.252 -1.267 -5.053  0.01
H 3.319 -0.149 -4.228  0.00
H 1.740 1.624 -4.392  0.02
P -0.010 -2.536 1.664  0.42
C -0.005 -2.650 3.496  0.05
H -0.547 -3.560 3.795  0.01
H -0.513 -1.757 3.891  0.00
H 1.033 -2.672 3.857  0.00
C -1.458 -3.577 1.242  0.05
H -1.424 -4.479 1.869  0.01
H -1.406 -3.843 0.178  0.00
H -2.386 -3.004 1.431  0.00
C 1.346 -3.710 1.249  0.07
H 1.308 -3.938 0.176  0.00
H 1.244 -4.639 1.828  0.02
H 2.310 -3.229 1.471  0.00
P -2.381 1.354 -0.317  0.09
C -2.123 2.534 -1.719  0.02
H -2.869 2.353 -2.499  0.00
H -1.113 2.374 -2.158  0.01
H -2.206 3.570 -1.352  0.00
C -3.418 0.115 -1.175  0.01
H -2.856 -0.341 -2.000  0.00
H -4.312 0.621 -1.564  0.00
H -3.690 -0.661 -0.442  0.00
C -3.560 2.286 0.718  0.01
H -4.039 3.072 0.120  0.00
H -2.985 2.726 1.546  0.00
H -4.298 1.579 1.115  0.00
O -1.185 1.791 4.015  0.06
C -2.007 0.896 3.825  0.01
C -3.182 0.665 4.770  0.00
C -3.969 -0.425 4.081  0.00
C -3.185 -0.687 2.802  0.00
O -3.601 -1.449 1.922  0.06
N -2.011 0.018 2.764  0.12
H -2.817 0.336 5.754  0.00
H -3.778 1.574 4.901  0.00
H -3.992 -1.332 4.696  0.00
H -4.989 -0.096 3.851  0.00

## Properties
- 2S+1 = 5
- HOMO level (spin up / spin down) (eV) = -9.56 / -10.10
- charge = +1
- HOMO-LUMO gap (spin up / spin down) (eV) = 7.159 / 3.406

***

Entry 3:
DFT (ωB97M-V/def2-TZVPD) results for a 2-piece molecular cluster, C5H13NO overall in a non-equilibrium geometry.

Last column: Mulliken charge in e.
Cartesian coordinates (Å):
C -0.785 -1.114 -0.660  -1.00
N 0.463 -0.412 -0.986  -0.11
C 1.398 -0.639 0.045  -0.74
C 2.526 0.412 -0.146  -0.61
C 1.790 1.655 -0.650  -0.53
C 0.432 1.056 -1.077  -0.57
H -1.662 -0.560 -1.007  0.34
H -1.008 -2.107 -1.126  0.26
H -0.912 -1.183 0.399  0.36
H 0.908 -0.392 1.021  0.35
H 1.614 -1.667 0.001  0.44
H 3.229 0.521 0.674  0.37
H 3.100 0.186 -1.064  0.24
H 2.330 2.106 -1.538  0.20
H 1.716 2.454 0.106  0.28
H -0.054 1.410 -2.030  0.41
H -0.204 1.510 -0.315  0.28
O -5.359 -1.111 2.582  -0.63
H -4.543 -1.700 2.673  0.32
H -4.980 -0.426 3.098  0.31

## Properties
- 2S+1 = 1
- HOMO level (eV) = -8.55
- SMILES string = CN1CCCC1.O
- HOMO-LUMO gap (eV) = 9.209

***

Entry 4:
DFT (ωB97M-V/def2-TZVPD) results for C25H20BrCrI2N3O3 as an isolated structure in a non-equilibrium geometry.

Last column: Löwdin spin population.
Cartesian coordinates (Å):
Cr 0.395 -0.044 0.339  0.98
I -4.782 4.535 -2.995  0.00
C -3.315 3.168 -2.389  0.00
C -2.742 2.310 -3.318  0.00
C -1.759 1.443 -2.896  0.00
I -0.857 0.078 -4.207  0.00
C -1.305 1.398 -1.558  0.00
O -0.337 0.555 -1.242  0.02
C -1.923 2.264 -0.633  0.00
C -1.487 2.374 0.809  0.00
N -0.977 1.120 1.394  -0.01
C -0.562 1.285 2.799  0.00
C 0.515 0.300 3.170  0.00
C 0.992 0.204 4.465  0.00
C 2.044 -0.656 4.737  0.00
C 2.566 -1.424 3.704  0.00
C 2.030 -1.290 2.442  0.01
N 1.036 -0.427 2.167  0.00
C -2.917 3.133 -1.066  0.00
H -3.063 2.321 -4.350  0.00
H -2.336 2.733 1.397  0.00
H -0.694 3.118 0.885  0.00
H -1.742 0.445 1.365  0.00
H -1.411 1.185 3.479  0.00
H -0.163 2.294 2.929  0.00
H 0.546 0.809 5.243  0.00
H 2.450 -0.726 5.737  0.00
H 3.376 -2.118 3.870  0.00
H 2.386 -1.880 1.607  0.00
H -3.385 3.800 -0.353  0.00
C 2.650 0.752 -0.443  0.00
C 2.165 1.779 0.379  0.00
C 1.653 2.944 -0.206  0.00
C 1.585 3.061 -1.580  0.00
C 2.062 2.035 -2.395  0.00
C 2.602 0.895 -1.833  0.00
H 3.210 -0.072 -0.018  0.00
H 2.373 1.763 1.443  0.00
H 1.363 3.779 0.418  0.00
H 1.182 3.962 -2.026  0.00
H 2.036 2.144 -3.470  0.00
H 3.008 0.119 -2.468  0.00
Br 0.752 -7.434 -1.530  0.00
C -0.248 -5.834 -1.500  0.00
C -1.488 -5.783 -2.128  0.00
N -2.242 -4.692 -2.123  0.00
C -1.800 -3.615 -1.493  0.00
C -0.562 -3.576 -0.854  0.00
C 0.239 -4.709 -0.864  0.00
C -0.122 -2.295 -0.266  0.00
O 1.054 -1.852 -0.431  0.01
O -0.938 -1.566 0.387  0.00
H -1.880 -6.647 -2.651  0.00
H -2.442 -2.742 -1.499  0.00
H 1.207 -4.720 -0.381  0.00

## Properties
- 2S+1 = 2
- HOMO level (spin up / spin down) (eV) = -10.63 / -10.67
- charge = +1
- HOMO-LUMO gap (spin up / spin down) (eV) = 6.140 / 6.641

***

Repeat the fourth record exactly.
DFT (ωB97M-V/def2-TZVPD) results for C25H20BrCrI2N3O3 as an isolated structure in a non-equilibrium geometry.

Last column: Löwdin spin population.
Cartesian coordinates (Å):
Cr 0.395 -0.044 0.339  0.98
I -4.782 4.535 -2.995  0.00
C -3.315 3.168 -2.389  0.00
C -2.742 2.310 -3.318  0.00
C -1.759 1.443 -2.896  0.00
I -0.857 0.078 -4.207  0.00
C -1.305 1.398 -1.558  0.00
O -0.337 0.555 -1.242  0.02
C -1.923 2.264 -0.633  0.00
C -1.487 2.374 0.809  0.00
N -0.977 1.120 1.394  -0.01
C -0.562 1.285 2.799  0.00
C 0.515 0.300 3.170  0.00
C 0.992 0.204 4.465  0.00
C 2.044 -0.656 4.737  0.00
C 2.566 -1.424 3.704  0.00
C 2.030 -1.290 2.442  0.01
N 1.036 -0.427 2.167  0.00
C -2.917 3.133 -1.066  0.00
H -3.063 2.321 -4.350  0.00
H -2.336 2.733 1.397  0.00
H -0.694 3.118 0.885  0.00
H -1.742 0.445 1.365  0.00
H -1.411 1.185 3.479  0.00
H -0.163 2.294 2.929  0.00
H 0.546 0.809 5.243  0.00
H 2.450 -0.726 5.737  0.00
H 3.376 -2.118 3.870  0.00
H 2.386 -1.880 1.607  0.00
H -3.385 3.800 -0.353  0.00
C 2.650 0.752 -0.443  0.00
C 2.165 1.779 0.379  0.00
C 1.653 2.944 -0.206  0.00
C 1.585 3.061 -1.580  0.00
C 2.062 2.035 -2.395  0.00
C 2.602 0.895 -1.833  0.00
H 3.210 -0.072 -0.018  0.00
H 2.373 1.763 1.443  0.00
H 1.363 3.779 0.418  0.00
H 1.182 3.962 -2.026  0.00
H 2.036 2.144 -3.470  0.00
H 3.008 0.119 -2.468  0.00
Br 0.752 -7.434 -1.530  0.00
C -0.248 -5.834 -1.500  0.00
C -1.488 -5.783 -2.128  0.00
N -2.242 -4.692 -2.123  0.00
C -1.800 -3.615 -1.493  0.00
C -0.562 -3.576 -0.854  0.00
C 0.239 -4.709 -0.864  0.00
C -0.122 -2.295 -0.266  0.00
O 1.054 -1.852 -0.431  0.01
O -0.938 -1.566 0.387  0.00
H -1.880 -6.647 -2.651  0.00
H -2.442 -2.742 -1.499  0.00
H 1.207 -4.720 -0.381  0.00

## Properties
- 2S+1 = 2
- HOMO level (spin up / spin down) (eV) = -10.63 / -10.67
- charge = +1
- HOMO-LUMO gap (spin up / spin down) (eV) = 6.140 / 6.641